a) The following is a DFT calculation (the ωB97M-V functional and the def2-TZVPD basis) of CH4N2P2 as an isolated structure.

Structure (XYZ):
```
9
Properties=species:S:1:pos:R:3:nbo_charge:R:1
C -0.066 1.226 0.318 0.15
N -0.191 2.229 -0.329 -0.61
N -1.531 -0.456 -1.262 -1.14
P -0.159 -0.019 1.390 0.01
P -1.533 -1.169 0.124 0.80
H 0.282 2.542 -1.158 0.42
H -2.118 -0.884 -1.964 0.38
H 2.978 -1.668 1.226 0.00
H 2.338 -1.801 1.655 0.00
```

total charge = 0
gap between HOMO and LUMO = 8.21 eV
multiplicity = 1
highest occupied orbital energy = -8.6902 eV

=====

b) The following is a DFT calculation (the ωB97M-V functional and the def2-TZVPD basis) of one molecule with the formula CH4N2P2.

Structure (XYZ):
```
9
Properties=species:S:1:pos:R:3:nbo_charge:R:1
P -1.138 1.309 -1.412 0.49
N 0.272 0.440 -0.931 -0.74
C 0.547 -0.116 0.151 0.23
N 1.625 -0.771 0.678 -0.82
P 0.428 -0.408 1.906 0.61
H -2.365 1.238 -0.659 -0.07
H -1.739 0.226 -2.179 -0.04
H 2.489 -0.278 0.508 0.40
H -0.117 -1.641 1.938 -0.06
```

total charge = 0
SMILES = P/N=C1/NP1
gap between HOMO and LUMO = 9.44 eV
multiplicity = 1
highest occupied orbital energy = -9.0006 eV

=====

Which structure is most stable, and how do the rest compare? From most to least stable: b), a).

=====

a) The following is a DFT calculation (the ωB97M-V functional and the def2-TZVPD basis) of one molecule with the formula C2H8NO4PS2.

Structure (XYZ):
```
18
Properties=species:S:1:pos:R:3:nbo_charge:R:1
C 0.244 -2.400 0.906 -0.97
C 0.279 2.456 -0.792 -0.77
N 2.306 0.504 -0.776 -1.20
O 0.907 0.644 1.233 -0.90
O -0.219 -0.174 -0.895 -0.97
O 4.891 -0.420 -0.617 -0.92
O 3.404 -1.670 0.802 -0.92
P -0.463 -1.879 -0.725 0.88
S 0.906 0.736 -0.231 2.22
S 3.865 -0.316 0.454 1.68
H -0.385 -2.796 1.681 0.24
H 0.855 -1.529 1.190 0.28
H 0.948 -3.168 0.688 0.26
H 0.628 2.481 -1.802 0.23
H -0.768 2.547 -0.879 0.25
H 0.858 3.139 -0.254 0.25
H 2.529 0.491 -1.797 0.44
H 0.730 -2.122 -1.456 -0.06
```

total charge = 0
gap between HOMO and LUMO = 9.82 eV
multiplicity = 1
highest occupied orbital energy = -9.7473 eV

=====

b) The following is a DFT calculation (the ωB97M-V functional and the def2-TZVPD basis) of C2H8NO4PS2 as an isolated structure.

Structure (XYZ):
```
18
Properties=species:S:1:pos:R:3:nbo_charge:R:1
C 2.452 1.097 -2.040 -0.90
C -2.530 -1.221 0.475 -0.87
N -0.754 0.528 1.051 -1.03
O -2.030 -0.324 2.992 -0.92
O -0.405 -1.870 1.933 -0.92
O -0.012 -0.980 -1.129 -0.91
O 1.754 -0.445 0.651 -0.88
P 0.938 1.879 -1.234 0.40
S -1.333 -0.773 1.828 2.27
S 0.572 -0.102 -0.156 1.90
H 3.226 1.198 -1.374 0.24
H 2.460 1.488 -3.062 0.24
H 2.241 0.087 -2.177 0.24
H -3.216 -2.158 0.600 0.26
H -3.141 -0.279 0.474 0.23
H -2.012 -1.242 -0.447 0.25
H -0.043 0.942 1.634 0.40
H 1.833 2.175 -0.022 -0.01
```

total charge = 0
gap between HOMO and LUMO = 10.07 eV
multiplicity = 1
highest occupied orbital energy = -10.6237 eV

=====

Which structure is most stable, and how do the rest compare? From most to least stable: a), b).

=====

a) The following is a DFT calculation (the ωB97M-V functional and the def2-TZVPD basis) of one molecule with the formula C7H12O3.

Structure (XYZ):
```
22
Properties=species:S:1:pos:R:3:nbo_charge:R:1
C 0.420 -0.540 1.707 -0.21
C -0.746 0.009 1.262 -0.29
C 1.316 -1.084 0.698 -0.48
C 1.831 0.149 -0.248 0.03
C 0.663 0.838 -0.881 0.12
C -1.281 -0.173 -0.165 0.29
C -2.433 0.659 -0.600 -0.67
O 2.528 -0.422 -1.302 -0.71
O 0.369 2.172 -0.595 -0.72
O -1.271 -1.416 -0.751 -0.70
H 0.741 -0.207 2.641 0.21
H -1.420 0.591 1.816 0.20
H 2.249 -1.408 1.165 0.23
H 0.707 -1.837 0.200 0.21
H 2.602 0.818 0.148 0.20
H 0.550 0.640 -1.919 0.19
H -2.333 0.824 -1.692 0.24
H -2.445 1.525 0.050 0.22
H -3.262 0.011 -0.492 0.22
H 2.229 -1.366 -1.393 0.47
H -0.006 2.196 0.346 0.47
H -1.006 -1.976 0.005 0.47
```

total charge = 0
gap between HOMO and LUMO (spin up / spin down) = 7.90 / 7.90 eV
multiplicity = 1
highest occupied orbital energy (spin up / spin down) = -7.1812 / -7.1821 eV

=====

b) The following is a DFT calculation (the ωB97M-V functional and the def2-TZVPD basis) of C7H12O3 as an isolated structure.

Structure (XYZ):
```
22
Properties=species:S:1:pos:R:3:nbo_charge:R:1
C -1.808 -0.417 -1.966 -0.27
C 0.827 -0.044 -1.312 0.50
O -0.892 -0.716 -0.915 -0.61
O 0.752 0.760 -2.207 -0.62
H 1.395 -0.986 -1.375 0.14
H -1.921 0.662 -2.089 0.21
H -2.763 -0.898 -1.753 0.18
H -1.398 -0.799 -2.903 0.20
C -1.293 -0.532 1.576 -0.71
C 1.837 -0.634 1.089 -0.66
C -0.961 0.339 0.393 0.83
C 1.140 0.449 0.298 -0.21
C 1.460 1.741 0.471 -0.24
O -1.408 1.417 0.153 -0.56
H -1.015 -0.005 2.488 0.24
H -2.372 -0.689 1.570 0.26
H -0.792 -1.492 1.524 0.24
H 2.896 -0.677 0.828 0.23
H 1.766 -0.445 2.160 0.22
H 1.410 -1.615 0.875 0.21
H 2.136 2.082 1.246 0.19
H 1.001 2.500 -0.151 0.22
```

total charge = 0
gap between HOMO and LUMO (spin up / spin down) = 8.63 / 8.63 eV
multiplicity = 1
highest occupied orbital energy (spin up / spin down) = -9.0845 / -9.0849 eV

=====

Which structure is most stable, and how do the rest compare? From most to least stable: b), a).

=====

a) The following is a DFT calculation (the ωB97M-V functional and the def2-TZVPD basis) of C19H23FeN5O4S2 as an isolated structure.

Structure (XYZ):
```
54
Properties=species:S:1:pos:R:3:mulliken_spin:R:1
Fe -1.093 0.464 -0.060 0.86
N -2.877 -2.920 -2.252 0.00
C -2.810 -1.678 -1.669 0.00
S -3.068 -1.562 0.030 -0.01
N -2.649 -0.658 -2.488 0.00
N -2.388 0.489 -1.820 0.00
C -2.852 1.595 -2.256 0.00
C -2.586 2.755 -1.412 0.01
C -2.962 4.054 -1.754 0.00
C -2.658 5.084 -0.886 0.00
C -1.989 4.797 0.296 0.00
C -1.653 3.481 0.560 0.00
N -1.953 2.482 -0.265 0.02
H -2.593 -3.664 -1.630 0.00
H -2.413 -2.949 -3.149 0.00
H -3.464 1.668 -3.151 0.00
H -3.472 4.237 -2.691 0.00
H -2.933 6.103 -1.130 0.00
H -1.725 5.573 1.001 0.00
H -1.126 3.197 1.462 0.00
C 2.250 2.989 -0.783 0.00
C 1.904 1.528 -0.441 0.02
C 2.175 1.325 1.053 0.02
C 2.829 0.608 -1.254 0.01
C 0.466 1.271 -0.828 0.09
H 3.311 3.197 -0.597 0.00
H 1.656 3.680 -0.178 0.00
H 2.039 3.196 -1.835 0.00
H 3.193 1.644 1.306 0.00
H 2.058 0.285 1.347 0.00
H 1.474 1.914 1.652 0.00
H 3.872 0.723 -0.938 0.00
H 2.768 0.852 -2.318 0.00
H 2.543 -0.438 -1.143 0.00
H 0.330 1.417 -1.911 0.00
O 0.038 -4.657 -1.213 0.00
S 1.056 -3.714 -0.818 0.00
O 2.252 -3.670 -1.618 0.00
N 0.419 -2.245 -0.597 0.01
C 0.430 -1.891 0.672 -0.01
O -0.070 -0.842 1.147 -0.02
C 1.077 -2.886 1.592 0.00
C 1.274 -2.803 2.958 0.00
C 1.914 -3.863 3.590 0.00
C 2.338 -4.975 2.867 0.00
C 2.133 -5.056 1.494 0.00
C 1.500 -3.993 0.886 0.00
H 0.940 -1.931 3.505 0.00
H 2.087 -3.827 4.658 0.00
H 2.836 -5.786 3.385 0.00
H 2.461 -5.916 0.924 0.00
O -2.044 0.833 2.290 0.01
H -2.815 0.376 1.924 0.00
H -1.428 0.110 2.486 0.00
```

total charge = -1
gap between HOMO and LUMO (spin up / spin down) = 6.65 / 6.71 eV
multiplicity = 2
highest occupied orbital energy (spin up / spin down) = -3.9982 / -4.0648 eV

=====

b) The following is a DFT calculation (the ωB97M-V functional and the def2-TZVPD basis) of C19H23FeN5O4S2 as an isolated structure.

Structure (XYZ):
```
54
Properties=species:S:1:pos:R:3:mulliken_spin:R:1
Fe -0.088 1.060 0.399 0.06
N -1.849 4.988 0.859 0.00
C -1.153 3.823 0.696 0.00
S -1.886 2.354 1.207 0.00
N 0.009 3.958 0.085 0.00
N 0.601 2.755 -0.140 0.01
C 1.782 2.764 -0.654 0.04
C 2.399 1.457 -0.804 -0.05
C 3.637 1.249 -1.402 0.00
C 4.127 -0.041 -1.500 -0.01
C 3.367 -1.090 -1.003 0.00
C 2.140 -0.803 -0.426 -0.02
N 1.665 0.434 -0.323 -0.02
H -2.596 4.974 1.529 0.00
H -1.324 5.840 0.752 0.00
H 2.276 3.688 -0.931 0.00
H 4.194 2.095 -1.782 0.00
H 5.089 -0.227 -1.959 0.00
H 3.711 -2.113 -1.050 0.00
H 1.510 -1.587 -0.030 0.00
C -2.403 0.353 -3.275 0.02
C -1.248 1.130 -2.624 0.19
C -1.668 2.599 -2.519 0.04
C -0.029 1.041 -3.564 0.05
C -0.914 0.514 -1.283 0.67
H -2.647 0.755 -4.266 0.01
H -3.296 0.410 -2.649 -0.01
H -2.138 -0.702 -3.388 0.00
H -1.995 2.979 -3.494 0.00
H -0.844 3.222 -2.176 0.00
H -2.490 2.713 -1.809 0.00
H -0.257 1.447 -4.558 0.00
H 0.288 0.001 -3.681 0.01
H 0.810 1.605 -3.150 -0.04
H -0.949 -0.586 -1.370 0.02
O 2.470 -3.160 3.293 0.00
S 1.215 -2.569 3.682 0.00
O 1.041 -2.257 5.077 0.00
N 0.841 -1.303 2.742 0.00
C -0.222 -1.545 1.967 0.01
O -0.714 -0.777 1.130 0.01
C -0.815 -2.911 2.175 0.00
C -1.904 -3.471 1.533 0.00
C -2.268 -4.764 1.888 0.00
C -1.554 -5.469 2.856 0.00
C -0.457 -4.900 3.492 0.00
C -0.112 -3.614 3.128 0.00
H -2.438 -2.901 0.784 0.01
H -3.117 -5.234 1.407 0.00
H -1.859 -6.475 3.114 0.00
H 0.106 -5.442 4.241 0.00
O 0.854 1.423 2.309 0.00
H 1.006 0.525 2.678 0.00
H 0.096 1.787 2.788 0.00
```

total charge = -1
gap between HOMO and LUMO (spin up / spin down) = 5.31 / 7.00 eV
multiplicity = 2
highest occupied orbital energy (spin up / spin down) = -2.6381 / -4.3299 eV

=====

Which structure is most stable, and how do the rest compare? From most to least stable: b), a).

=====

a) The following is a DFT calculation (the ωB97M-V functional and the def2-TZVPD basis) of a 12-piece molecular cluster, C5H34NO13 overall.

Structure (XYZ):
```
53
Properties=species:S:1:pos:R:3:nbo_charge:R:1
C -2.534 0.907 -1.168 -0.06
O -3.108 -0.098 -1.978 -0.80
C -1.127 1.375 -1.609 -0.09
C -0.286 1.866 -0.410 -0.41
C 1.167 1.299 -0.300 -0.42
C 1.273 0.629 1.058 -0.06
O 2.410 -0.209 1.253 -0.77
N -1.204 2.383 -2.663 -0.86
H -2.483 0.518 -0.136 0.14
H -3.260 1.739 -1.123 0.15
H -2.438 -0.815 -2.242 0.52
H -0.573 0.470 -1.952 0.21
H -0.149 2.939 -0.480 0.20
H -0.820 1.659 0.513 0.20
H 1.951 2.022 -0.444 0.20
H 1.172 0.567 -1.133 0.21
H 1.525 1.463 1.761 0.18
H 0.363 0.066 1.259 0.17
H -1.814 3.116 -2.334 0.34
H -1.505 1.935 -3.519 0.39
H 1.767 -0.872 -3.109 0.47
H 3.183 -1.955 -1.450 0.49
O 1.477 -1.667 -2.646 -1.04
H -1.931 -4.469 1.594 0.47
H -0.978 -3.559 0.680 0.52
O -1.487 -3.620 1.529 -1.00
H 2.537 0.892 3.973 0.49
H 1.694 -0.237 4.476 0.47
O 1.913 0.680 4.695 -0.97
H -0.714 -2.510 -1.338 0.53
H 0.741 -2.542 -0.586 0.49
O -0.090 -2.997 -0.730 -1.02
H -1.350 -0.569 -4.228 0.51
H -2.663 0.188 -4.169 0.48
O -1.892 0.082 -4.742 -1.01
H 3.788 0.375 2.263 0.51
H 4.226 1.861 2.630 0.47
O 4.154 0.962 2.951 -0.98
H -2.268 4.126 1.491 0.46
H -3.115 3.020 1.037 0.47
O -3.200 3.871 1.497 -0.93
H 2.662 -0.641 0.427 0.49
H 4.229 -2.885 -1.191 0.47
O 4.063 -1.944 -1.027 -0.96
H -0.807 0.221 3.369 0.49
H -0.069 1.288 4.256 0.49
O -0.900 1.065 3.820 -0.99
H -1.024 -2.626 2.896 0.51
H 0.156 -1.754 2.724 0.46
O -0.553 -1.893 3.369 -0.98
H 0.476 -1.672 -2.763 0.52
H -1.416 -2.435 -3.248 0.45
O -1.171 -1.616 -2.800 -1.24
```

total charge = -1
gap between HOMO and LUMO = 8.68 eV
multiplicity = 1
highest occupied orbital energy = -6.1475 eV

=====

b) The following is a DFT calculation (the ωB97M-V functional and the def2-TZVPD basis) of a 12-piece molecular cluster, C5H34NO13 overall.

Structure (XYZ):
```
53
Properties=species:S:1:pos:R:3:nbo_charge:R:1
C -2.321 0.813 -1.025 -0.10
O -2.733 0.437 -2.337 -0.79
C -1.169 1.757 -1.256 -0.07
C -0.517 2.358 0.030 -0.43
C 0.657 1.632 0.751 -0.45
C 1.404 0.753 -0.263 -0.06
O 2.212 -0.275 0.252 -0.80
N -1.629 2.981 -2.028 -0.86
H -2.276 0.080 -0.239 0.17
H -3.175 1.464 -0.700 0.16
H -2.409 -0.512 -2.534 0.51
H -0.357 1.304 -1.863 0.20
H -0.070 3.304 -0.397 0.20
H -1.324 2.718 0.736 0.22
H 0.257 1.034 1.603 0.22
H 1.336 2.210 1.459 0.22
H 0.698 0.313 -0.984 0.17
H 2.078 1.354 -0.871 0.16
H -2.065 3.565 -1.344 0.35
H -2.205 2.724 -2.811 0.38
H 0.639 -1.248 -4.295 0.48
H 1.455 -2.522 -2.089 0.51
O 0.559 -2.176 -4.020 -1.04
H -1.801 -2.441 2.027 0.48
H -0.952 -3.382 1.051 0.51
O -1.057 -3.036 1.955 -1.00
H 3.162 -0.517 4.227 0.48
H 1.828 -1.024 4.339 0.47
O 2.442 -0.459 4.874 -0.98
H -1.395 -2.463 -1.472 0.53
H -0.494 -2.053 -0.210 0.47
O -0.825 -2.823 -0.681 -1.03
H -1.107 -0.369 -3.711 0.51
H -0.800 1.186 -4.088 0.48
O -0.723 0.269 -4.336 -1.00
H 3.923 -2.136 2.262 0.48
H 4.080 -0.592 2.079 0.49
O 4.321 -1.332 2.645 -0.96
H -1.718 4.257 2.335 0.48
H -0.918 4.723 0.996 0.49
O -1.703 4.802 1.540 -0.97
H 2.112 -1.035 -0.402 0.52
H 0.785 -3.097 -0.871 0.50
O 1.667 -2.633 -1.146 -1.03
H 0.794 0.288 3.815 0.49
H -0.012 0.544 5.075 0.46
O 0.312 0.984 4.287 -0.96
H 0.540 -2.091 2.917 0.51
H 1.524 -1.443 1.864 0.51
O 1.271 -1.470 2.797 -1.01
H -0.413 -2.210 -3.722 0.49
H -2.151 -2.586 -3.391 0.46
O -1.735 -1.928 -2.830 -1.20
```

total charge = -1
gap between HOMO and LUMO = 9.44 eV
multiplicity = 1
highest occupied orbital energy = -6.8436 eV

=====

Which structure is most stable, and how do the rest compare? From most to least stable: a), b).

=====

a) The following is a DFT calculation (the ωB97M-V functional and the def2-TZVPD basis) of a 2-piece molecular cluster, C3H8INS overall.

Structure (XYZ):
```
14
Properties=species:S:1:pos:R:3:nbo_charge:R:1
C -0.767 -2.290 -0.423 -0.65
C 1.036 2.834 -0.133 -0.56
C -0.589 -1.107 0.378 -0.58
N 1.088 1.517 0.219 -0.16
S -1.078 0.375 -0.433 0.14
I -3.525 0.289 -0.005 -0.01
H -1.785 -2.292 -0.922 0.22
H -0.311 -2.001 -1.409 0.22
H -0.431 -3.297 -0.113 0.23
H 0.349 3.448 0.348 0.22
H 0.892 2.824 -1.307 0.23
H 2.215 3.321 -0.061 0.23
H 0.446 -1.048 0.677 0.25
H -1.200 -0.983 1.335 0.22
```

total charge = 0
gap between HOMO and LUMO (spin up / spin down) = 7.59 / 7.08 eV
multiplicity = 1
highest occupied orbital energy (spin up / spin down) = -8.5631 / -8.4369 eV

=====

b) The following is a DFT calculation (the ωB97M-V functional and the def2-TZVPD basis) of a 2-piece molecular cluster, C3H8INS overall.

Structure (XYZ):
```
14
Properties=species:S:1:pos:R:3:nbo_charge:R:1
C 1.756 0.176 1.985 -0.09
N 1.280 0.356 0.829 -0.59
S -0.138 1.125 0.495 0.41
C 0.004 1.038 -1.327 -0.52
C -0.856 -0.058 -1.929 -0.62
H 1.297 0.499 2.917 0.15
H 2.699 -0.346 2.047 0.17
H -0.287 2.016 -1.708 0.21
H 1.063 0.869 -1.515 0.24
H -0.578 -1.024 -1.525 0.21
H -1.906 0.126 -1.721 0.21
H -0.717 -0.079 -3.009 0.21
I -1.504 -1.965 2.845 -0.10
H -2.112 -2.735 1.617 0.10
```

total charge = 0
SMILES = C=NSCC.I
gap between HOMO and LUMO = 9.05 eV
multiplicity = 1
highest occupied orbital energy = -8.4903 eV

=====

Which structure is most stable, and how do the rest compare? From most to least stable: b), a).